1.
This record from the OMol25 dataset describes a structure of composition C22H28AsClCoN2O4PS. The level of theory is the ωB97M-V functional and the def2-TZVPD basis.

Structure (ORCA input):
```
! RIJCOSX wB97M-V def2-TZVPD def2/J DEFGRID3
* xyz 2 5
Co -0.21 0.08 -0.27
Cl -1.68 -5.50 3.98
C -1.55 -4.31 2.79
C -2.26 -4.44 1.60
C -2.14 -3.43 0.67
C -1.32 -2.29 0.89
O -1.29 -1.40 -0.02
C -0.57 -2.17 2.13
C 0.27 -1.07 2.43
N 0.44 0.00 1.56
C 1.05 1.09 1.94
C 1.46 1.44 3.28
C 2.10 2.63 3.51
C 2.39 3.52 2.46
C 2.00 3.22 1.11
C 2.27 4.05 0.02
C 1.86 3.67 -1.23
C 1.16 2.47 -1.39
N 0.89 1.66 -0.36
C 1.32 2.04 0.86
C -0.71 -3.18 3.05
H -2.88 -5.30 1.43
H -2.66 -3.50 -0.27
H 0.85 -1.10 3.35
H 1.24 0.78 4.11
H 2.39 2.89 4.51
H 2.91 4.44 2.67
H 2.81 4.98 0.17
H 2.05 4.28 -2.10
H 0.82 2.15 -2.36
H -0.17 -3.14 3.99
C -5.28 0.87 0.80
As -4.00 2.30 0.85
C -4.25 3.38 -0.71
C -4.46 3.38 2.36
S -1.99 1.64 1.09
H -6.27 1.28 0.99
H -5.01 0.16 1.58
H -5.27 0.38 -0.17
H -5.23 3.87 -0.65
H -4.20 2.77 -1.61
H -3.46 4.13 -0.72
H -5.48 3.73 2.27
H -3.77 4.22 2.40
H -4.35 2.77 3.26
C 0.19 0.14 -4.98
O 0.30 0.41 -3.55
P -0.62 -0.32 -2.50
O -2.07 -0.02 -3.06
C -3.26 -0.32 -2.32
O -0.50 -1.88 -2.79
C 0.70 -2.58 -2.42
H 1.17 0.32 -5.40
H -0.54 0.83 -5.41
H -0.12 -0.88 -5.16
H -4.09 -0.10 -2.98
H -3.30 0.30 -1.43
H -3.29 -1.37 -2.04
H 1.48 -2.41 -3.16
H 0.45 -3.64 -2.38
H 1.06 -2.26 -1.44
*
```

Computed properties:
- DFT total energy (eV) = -165536.990
- <S²> = 6.0562
- LUMO energy (alpha / beta) (eV) = -5.89 / -8.55
- frontier orbital gap (alpha / beta) (eV) = 6.182 / 5.215
- relative energy (zero: lowest compared OMol25 entry of this formula, charge and spin) (kcal/mol) = 3.0
- E_HOMO (alpha / beta) (eV) = -12.072 / -13.766

Here are the natural (NBO) charges for atoms 1 to 4, given in e: Co 0.935; Cl 0.182; C 0.041; C -0.253


2.
This record from the OMol25 dataset describes a cluster of 4 separate species, C22H28BN3O7P in total at a distorted geometry. The level of theory is the ωB97M-V functional and the def2-TZVPD basis.

Structure (ORCA input):
```
! RIJCOSX wB97M-V def2-TZVPD def2/J DEFGRID3
* xyz 1 1
C -2.26 1.00 1.02
C -2.67 1.87 2.23
C -2.91 3.36 1.86
P -4.69 3.69 1.61
B -5.53 2.24 0.59
C -6.25 1.12 1.37
O -5.46 2.25 -0.73
H -2.32 1.58 0.12
H -1.27 0.59 1.16
H -2.95 0.18 0.95
H -1.95 1.85 3.02
H -3.60 1.49 2.63
H -2.40 3.66 0.96
H -2.58 3.99 2.66
H -4.92 4.91 0.97
H -5.30 3.76 2.86
H -6.80 1.51 2.22
H -6.98 0.67 0.72
H -5.57 0.36 1.72
H -4.72 2.81 -1.02
C 4.08 3.16 0.02
C 3.63 3.41 1.31
C 2.74 2.55 1.91
C 2.32 1.43 1.21
C 2.76 1.16 -0.08
C 3.65 2.04 -0.68
N 1.39 0.50 1.87
O 1.01 0.78 2.99
O 1.06 -0.50 1.26
H 4.78 3.84 -0.44
H 3.97 4.29 1.84
H 2.38 2.74 2.91
H 2.42 0.28 -0.61
H 4.01 1.85 -1.68
C 4.46 -4.65 0.58
C 3.88 -4.56 -0.68
C 4.08 -3.43 -1.45
C 4.87 -2.41 -0.95
C 5.45 -2.48 0.30
C 5.24 -3.61 1.07
N 5.10 -1.22 -1.78
O 4.55 -1.16 -2.87
O 5.81 -0.35 -1.32
H 4.30 -5.54 1.19
H 3.27 -5.37 -1.05
H 3.63 -3.36 -2.43
H 6.06 -1.67 0.67
H 5.69 -3.68 2.05
C -3.41 -1.07 -2.84
C -2.23 -0.86 -3.55
C -1.07 -1.49 -3.15
C -1.10 -2.31 -2.05
C -2.26 -2.54 -1.33
C -3.42 -1.90 -1.73
N 0.13 -2.98 -1.62
O 1.14 -2.73 -2.25
O 0.07 -3.72 -0.66
H -4.32 -0.57 -3.16
H -2.22 -0.20 -4.41
H -0.14 -1.33 -3.69
H -2.26 -3.19 -0.47
H -4.34 -2.06 -1.18
*
```

Computed properties:
- DFT total energy (eV) = -52022.475
- LUMO energy (eV) = -3.97
- frontier orbital gap (eV) = 7.229
- relative energy (zero: lowest compared OMol25 entry of this formula, charge and spin) (kcal/mol) = 0.0
- E_HOMO (eV) = -11.196

Here are the natural (NBO) charges for atoms 1 to 4, given in e: C -0.616; C -0.404; C -0.667; P 0.662


3.
This record from the OMol25 dataset describes a structure of composition C22H28Br2CaCsF6NO13P2RbS at a distorted geometry. The level of theory is the ωB97M-V functional and the def2-TZVPD basis.

Structure (ORCA input):
```
! RIJCOSX wB97M-V def2-TZVPD def2/J DEFGRID3
* xyz 1 1
C -0.64 -3.45 2.72
C -1.59 -3.82 1.44
Br -3.27 -4.90 1.80
C -1.32 -3.39 0.01
Br -2.66 -3.96 -1.36
C 0.02 -2.48 -0.25
C 0.08 -0.99 0.46
C 1.38 0.00 0.26
C 2.68 -0.46 -0.63
P 4.16 0.75 -0.75
O 4.01 1.86 -2.12
O 4.06 1.78 0.69
S 5.92 -0.11 -0.65
C 2.63 -1.92 -1.37
C 1.31 -2.92 -1.16
C 1.38 -4.40 -1.92
O 0.34 -5.05 -2.44
C 2.92 -5.04 -2.03
C 4.13 -4.14 -2.22
C 3.86 -2.49 -2.35
O 4.56 -1.74 -3.20
H -0.59 -2.28 2.91
H 0.50 -3.79 2.58
H -1.05 -3.93 3.73
H -0.82 -0.60 1.12
H 1.40 1.04 0.80
H 3.86 2.79 -1.71
H 4.07 1.10 1.45
H 3.05 -6.20 -1.92
H 5.22 -4.59 -2.27
Rb 4.59 3.67 -2.83
F -1.22 4.38 -5.39
P -0.15 5.48 -5.69
F -0.38 6.70 -6.63
F 1.38 5.64 -5.93
F -0.20 4.57 -6.96
F 0.54 5.09 -4.35
F -1.03 6.48 -4.88
N -1.96 -2.62 7.38
C -1.54 -1.63 8.22
C -0.24 -1.31 7.90
C 0.14 -2.14 6.82
C -0.94 -2.94 6.51
H -2.87 -3.05 7.39
H -2.21 -1.23 8.98
H 0.37 -0.56 8.39
H 1.10 -2.16 6.32
H -1.07 -3.70 5.76
C 1.80 6.50 1.60
O 1.71 5.25 2.26
H 1.73 7.30 2.35
H 2.77 6.57 1.09
H 0.99 6.60 0.88
H 1.78 4.56 1.57
O 0.20 3.09 -2.14
H -0.20 3.83 -2.63
H -0.05 2.31 -2.65
Cs -0.58 3.09 -4.25
C -5.58 -1.62 -4.93
C -5.48 -2.06 -3.49
O -4.52 -3.10 -3.36
H -5.86 -2.46 -5.58
H -6.32 -0.82 -5.05
H -4.61 -1.25 -5.29
H -6.44 -2.44 -3.14
H -5.19 -1.23 -2.84
H -3.67 -2.75 -3.67
C -4.52 7.85 -5.28
O -3.48 8.54 -5.40
O -4.24 6.56 -5.24
O -5.73 8.19 -5.20
H -3.28 6.74 -5.32
Ca 5.90 0.93 1.76
C 1.50 -5.66 8.06
O 0.97 -4.60 8.47
O 2.74 -5.78 8.53
O 1.08 -6.56 7.30
H 2.65 -4.93 9.02
*
```

Computed properties:
- DFT total energy (eV) = -256778.801
- LUMO energy (eV) = -7.51
- frontier orbital gap (eV) = 0.910
- E_HOMO (eV) = -8.424

Here are the Löwdin charges for atoms 1 to 4, given in e: C -0.137; C -0.595; Br 0.625; C -0.596


4.
This record from the OMol25 dataset describes a structure of composition C22H28FeIN2O2S4 at a distorted geometry. The level of theory is the ωB97M-V functional and the def2-TZVPD basis.

Structure (ORCA input):
```
! RIJCOSX wB97M-V def2-TZVPD def2/J DEFGRID3
* xyz 2 6
Fe -0.90 0.18 -0.12
C -0.79 -2.93 -0.37
C -1.82 -2.78 0.73
S -1.60 -1.11 1.57
C -3.20 -0.69 2.34
C -3.71 0.73 1.99
S -5.04 0.78 0.76
C -4.40 -0.15 -0.63
C -3.76 0.76 -1.72
S -2.03 1.09 -1.82
C -1.36 0.12 -3.28
C -1.27 -1.33 -2.98
S -0.19 -1.49 -1.37
H -1.12 -3.63 -1.12
H 0.19 -3.25 0.07
H -1.67 -3.57 1.54
H -2.87 -2.84 0.36
H -2.93 -0.73 3.44
H -3.93 -1.52 2.07
H -2.85 1.35 1.63
H -4.05 1.18 2.96
H -5.24 -0.68 -1.04
H -3.65 -0.86 -0.33
H -4.23 1.76 -1.63
H -4.00 0.34 -2.73
H -0.44 0.60 -3.64
H -2.05 0.30 -4.11
H -0.65 -1.76 -3.86
H -2.27 -1.84 -2.93
C 3.26 0.25 -4.59
C 3.45 0.03 -3.14
N 4.34 -0.78 -2.64
C 4.39 -0.95 -1.33
C 3.53 -0.42 -0.42
C 3.81 -0.72 1.05
O 5.13 -0.22 1.27
C 2.53 0.43 -0.83
C 1.68 1.25 0.01
N 0.76 0.78 0.83
C 0.76 1.31 2.13
C 0.97 0.41 3.21
C 0.73 0.84 4.53
C 0.09 2.02 4.76
C 0.08 3.01 3.76
C 0.40 2.63 2.42
I 0.31 4.06 0.84
C 2.58 0.85 -2.22
O 1.92 1.84 -2.69
H 2.45 0.93 -4.72
H 3.14 -0.74 -5.08
H 4.13 0.83 -4.97
H 5.25 -1.46 -0.98
H 3.74 -1.78 1.39
H 3.06 -0.27 1.72
H 5.43 -0.34 2.18
H 1.83 2.29 -0.23
H 1.31 -0.60 2.94
H 1.09 0.19 5.33
H -0.33 2.18 5.71
H 0.00 4.12 3.95
*
```

Computed properties:
- DFT total energy (eV) = -116153.336
- <S²> = 8.8034
- LUMO energy (alpha / beta) (eV) = -6.89 / -8.03
- frontier orbital gap (alpha / beta) (eV) = 7.205 / 6.107
- E_HOMO (alpha / beta) (eV) = -14.099 / -14.139

Here are the natural (NBO) charges for atoms 1 to 4, given in e: Fe 1.134; C -0.535; C -0.513; S 0.204


5.
This record from the OMol25 dataset describes an isolated molecule of C22H28N2O2. The level of theory is the ωB97M-V functional and the def2-TZVPD basis.

Structure (ORCA input):
```
! RIJCOSX wB97M-V def2-TZVPD def2/J DEFGRID3
* xyz 0 1
C 5.99 3.72 0.46
C 5.49 2.34 0.16
C 4.26 2.14 -0.44
C 3.81 0.85 -0.72
C 4.58 -0.24 -0.40
C 5.83 -0.05 0.21
C 6.26 1.23 0.48
H 7.22 1.38 0.95
C 6.66 -1.25 0.57
H 6.09 -1.91 1.22
H 6.91 -1.81 -0.33
H 7.58 -0.95 1.07
O 4.25 -1.55 -0.66
C 2.99 -1.83 -1.18
C 1.85 -1.48 -0.20
O 2.05 -1.21 0.96
N 0.63 -1.54 -0.80
C -0.64 -1.32 -0.25
C -0.83 -0.92 1.07
C -2.11 -0.72 1.55
C -3.22 -0.91 0.74
C -3.02 -1.31 -0.58
C -1.75 -1.51 -1.07
H -1.61 -1.81 -2.10
H -3.88 -1.44 -1.21
C -4.62 -0.70 1.26
N -5.42 0.04 0.30
C -4.96 1.41 0.17
C -5.69 2.10 -0.98
C -7.20 2.08 -0.72
C -7.64 0.64 -0.51
C -6.84 0.00 0.62
H -7.13 -1.04 0.75
H -7.05 0.54 1.57
H -7.47 0.06 -1.42
H -8.71 0.59 -0.26
H -7.73 2.52 -1.57
H -7.43 2.67 0.17
H -5.48 1.56 -1.90
H -5.33 3.12 -1.08
H -3.89 1.39 -0.03
H -5.13 1.98 1.11
H -4.58 -0.21 2.24
H -5.09 -1.68 1.39
H -2.24 -0.41 2.58
H 0.03 -0.77 1.71
H 0.61 -1.81 -1.78
H 2.98 -2.91 -1.35
H 2.83 -1.32 -2.14
H 2.83 0.74 -1.18
H 3.63 2.98 -0.70
H 6.92 3.92 -0.06
H 6.18 3.83 1.53
H 5.26 4.48 0.17
*
```

Computed properties:
- DFT total energy (eV) = -30344.340
- LUMO energy (eV) = 0.56
- SMILES = Cc1ccc(OCC(=O)Nc2ccc(CN3CCCCC3)cc2)c(C)c1
- frontier orbital gap (eV) = 8.638
- relative energy (zero: lowest compared OMol25 entry of this formula, charge and spin) (kcal/mol) = 33.2
- E_HOMO (eV) = -8.077

Here are the natural (NBO) charges for atoms 1 to 4, given in e: C -0.621; C -0.035; C -0.208; C -0.293


6.
This record from the OMol25 dataset describes an isolated molecule of C22H28N2O3. The level of theory is the ωB97M-V functional and the def2-TZVPD basis.

Structure (ORCA input):
```
! RIJCOSX wB97M-V def2-TZVPD def2/J DEFGRID3
* xyz 0 1
C -1.45 3.80 -1.99
O -1.97 2.76 -1.21
C -1.73 1.47 -1.61
C -0.99 1.10 -2.71
C -0.77 -0.24 -3.01
C -1.31 -1.23 -2.21
C -2.08 -0.86 -1.10
C -2.29 0.47 -0.79
O -3.00 0.92 0.29
C -3.60 -0.03 1.14
H -4.31 -0.66 0.61
H -2.84 -0.66 1.63
H -4.12 0.55 1.90
H -2.52 -1.64 -0.49
C -1.06 -2.68 -2.48
H -0.66 -2.80 -3.49
H -1.99 -3.24 -2.41
C -0.04 -3.28 -1.50
C 1.34 -2.69 -1.72
O 2.01 -3.06 -2.67
N 1.83 -1.80 -0.82
C 1.14 -1.15 0.27
H 1.61 -1.44 1.21
H 0.09 -1.45 0.30
C 1.20 0.38 0.08
N 0.40 1.11 1.04
C 0.34 0.93 2.40
C 1.35 0.36 3.17
C 1.22 0.25 4.54
C 0.08 0.71 5.19
C -0.92 1.29 4.44
C -0.80 1.40 3.07
H -1.59 1.86 2.49
H -1.81 1.66 4.92
H -0.01 0.62 6.26
H 2.02 -0.20 5.12
H 2.26 0.00 2.71
H -0.45 1.51 0.66
C 2.66 0.85 0.01
C 3.34 0.12 -1.15
C 3.22 -1.39 -0.94
H 3.75 -1.68 -0.02
H 3.65 -1.93 -1.78
H 2.86 0.39 -2.09
H 4.39 0.39 -1.21
H 3.18 0.64 0.94
H 2.68 1.93 -0.15
H 0.75 0.59 -0.90
H 0.05 -4.35 -1.72
H -0.39 -3.18 -0.47
H -0.17 -0.51 -3.86
H -0.55 1.85 -3.36
H -0.36 3.78 -2.03
H -1.85 3.78 -3.01
H -1.77 4.72 -1.49
*
```

Computed properties:
- DFT total energy (eV) = -32391.427
- LUMO energy (eV) = 0.71
- SMILES = COc1ccc(CCC(=O)N2CCC[C@H](Nc3ccccc3)C2)cc1OC
- frontier orbital gap (eV) = 8.297
- relative energy (zero: lowest compared OMol25 entry of this formula, charge and spin) (kcal/mol) = 51.3
- E_HOMO (eV) = -7.587

Here are the natural (NBO) charges for atoms 1 to 4, given in e: C -0.250; O -0.491; C 0.227; C -0.285


7.
This record from the OMol25 dataset describes an isolated molecule of C22H28N2O3. The level of theory is the ωB97M-V functional and the def2-TZVPD basis.

Structure (ORCA input):
```
! RIJCOSX wB97M-V def2-TZVPD def2/J DEFGRID3
* xyz 0 1
C 6.63 0.71 -1.21
H 7.25 0.97 -2.06
O 5.30 0.87 -1.64
C 4.30 0.61 -0.75
C 4.48 0.19 0.56
C 3.38 -0.04 1.37
C 2.09 0.13 0.89
C 1.91 0.54 -0.42
C 3.00 0.78 -1.23
H 2.87 1.11 -2.25
H 0.91 0.69 -0.80
C 0.91 -0.17 1.78
N -0.28 0.55 1.38
C -1.49 0.03 1.98
H -1.52 0.22 3.08
C -2.72 0.68 1.33
N -2.51 0.86 -0.08
C -1.68 1.82 -0.55
O -1.50 1.99 -1.74
C -1.04 2.73 0.48
H -1.84 3.29 0.97
H -0.43 3.44 -0.07
C -0.17 1.99 1.52
H -0.44 2.31 2.54
H 0.88 2.25 1.35
C -3.27 0.08 -1.05
H -2.80 0.31 -2.02
C -3.22 -1.43 -0.82
C -1.83 -2.00 -0.70
C -0.79 -1.58 -1.52
C 0.47 -2.15 -1.40
C 0.71 -3.14 -0.47
C -0.33 -3.58 0.34
C -1.58 -3.01 0.22
H -2.39 -3.36 0.86
H -0.16 -4.36 1.07
H 1.69 -3.58 -0.37
H 1.27 -1.81 -2.04
H -0.95 -0.81 -2.25
H -3.79 -1.69 0.08
H -3.72 -1.90 -1.67
C -4.72 0.59 -1.11
O -4.78 1.99 -1.24
H -4.15 2.26 -1.92
H -5.26 0.36 -0.19
H -5.24 0.10 -1.94
H -3.59 0.04 1.48
H -2.93 1.64 1.80
H -1.51 -1.05 1.82
H 1.18 0.03 2.84
H 0.68 -1.24 1.70
H 3.53 -0.37 2.39
H 5.47 0.04 0.97
H 6.84 -0.32 -0.91
H 6.87 1.38 -0.37
*
```

Computed properties:
- DFT total energy (eV) = -32391.262
- LUMO energy (eV) = 0.79
- SMILES = COc1ccc(CN2CCC(=O)N([C@H](CO)Cc3ccccc3)CC2)cc1
- frontier orbital gap (eV) = 9.002
- relative energy (zero: lowest compared OMol25 entry of this formula, charge and spin) (kcal/mol) = 55.1
- E_HOMO (eV) = -8.211

Here are the natural (NBO) charges for atoms 1 to 4, given in e: C -0.251; H 0.200; O -0.494; C 0.294


8.
This record from the OMol25 dataset describes an isolated molecule of C22H28N2O4. The level of theory is the ωB97M-V functional and the def2-TZVPD basis.

Structure (ORCA input):
```
! RIJCOSX wB97M-V def2-TZVPD def2/J DEFGRID3
* xyz 0 1
C -5.99 -2.62 -0.05
H -7.03 -2.93 0.08
O -6.00 -1.22 0.10
C -4.82 -0.54 -0.03
C -3.60 -1.17 -0.25
C -2.43 -0.44 -0.35
C -2.46 0.94 -0.21
C -3.67 1.59 -0.01
C -4.87 0.86 0.08
O -5.98 1.62 0.30
C -7.24 1.18 -0.17
H -7.88 2.06 -0.14
H -7.66 0.39 0.45
H -7.17 0.82 -1.20
O -3.81 2.94 0.11
C -2.66 3.74 0.05
H -2.15 3.65 -0.91
H -3.01 4.76 0.18
H -1.96 3.50 0.86
H -1.54 1.50 -0.28
C -1.12 -1.15 -0.53
H -1.24 -2.01 -1.19
H -0.39 -0.48 -0.99
C -0.58 -1.65 0.82
C 0.77 -2.31 0.65
O 0.87 -3.52 0.53
N 1.87 -1.52 0.63
C 1.92 -0.07 0.66
H 0.93 0.36 0.79
C 2.55 0.44 -0.64
N 3.86 -0.13 -0.86
C 5.00 0.49 -0.35
C 6.27 0.04 -0.75
C 7.42 0.66 -0.31
C 7.35 1.77 0.53
C 6.10 2.24 0.91
C 4.95 1.61 0.48
H 4.00 2.00 0.82
H 6.03 3.10 1.56
H 8.25 2.25 0.87
H 8.38 0.29 -0.63
H 6.35 -0.80 -1.42
C 3.78 -1.58 -0.89
H 4.77 -2.01 -1.03
C 3.17 -2.11 0.41
H 3.04 -3.19 0.36
H 3.83 -1.85 1.25
H 3.15 -1.87 -1.74
H 2.61 1.52 -0.65
H 1.92 0.12 -1.48
H 2.55 0.23 1.51
H -1.26 -2.41 1.21
H -0.54 -0.83 1.54
H -3.55 -2.24 -0.35
H -5.38 -3.10 0.72
H -5.64 -2.92 -1.04
*
```

Computed properties:
- DFT total energy (eV) = -34437.584
- LUMO energy (eV) = 0.53
- SMILES = COc1cc(CCC(=O)N2CCN(c3ccccc3)CC2)cc(OC)c1OC
- frontier orbital gap (eV) = 8.308
- relative energy (zero: lowest compared OMol25 entry of this formula, charge and spin) (kcal/mol) = 75.7
- E_HOMO (eV) = -7.781

Here are the natural (NBO) charges for atoms 1 to 4, given in e: C -0.249; H 0.200; O -0.507; C 0.254


> Which of these has the highest DFT total energy?

C22H28N2O2